A molecular structure, C26H40Cl3CoN4O3Si at a distorted geometry, computed with the ωB97M-V functional and the def2-TZVPD basis.

The spin multiplicity is 5. Its charge is 0. As for the highest occupied orbital energy (spin up / spin down): -9.1 / -9.1 eV. The molecular weight comes out at 650.0 g mol⁻¹. For the LUMO energy (spin up / spin down), the calculation gives -0.01 / -3.36 eV. The expectation value of S² is 6.018. The strongest force on any atom comes out at 2.55 eV Å⁻¹. The energy above the lowest of the compared OMol25 structures with the same formula, charge and spin comes out at 71.3 kcal/mol.

```
78
Properties=species:S:1:pos:R:3:forces:R:3:mulliken_spin:R:1
H -0.75830 -1.91772 4.09556 0.527 0.011 0.223 -0.001
H -1.59028 3.90879 2.36575 0.399 0.198 -0.429 0.000
H 1.23745 1.41744 -2.53177 0.401 -0.010 0.491 0.000
C 0.74355 -2.26665 -3.62471 0.136 -0.103 -0.263 0.005
C 0.34785 -1.97964 4.25412 0.713 0.469 0.214 0.001
N -0.71272 4.84907 0.71732 0.137 -0.365 0.491 0.000
H 2.53083 -4.35567 3.95861 0.072 0.303 0.044 0.000
Co -1.99422 -2.80977 -1.49087 0.431 1.642 1.576 2.937
H -0.26707 -4.13801 -3.40642 0.589 -0.075 0.026 0.000
H 1.95030 -0.53416 -4.14320 0.112 -0.754 0.428 0.001
C -0.53855 2.26778 5.77689 -0.210 -0.507 -0.525 0.000
C -4.19152 1.41845 5.70348 -1.924 -0.323 0.961 0.000
H -0.25492 0.39049 1.93959 0.598 0.026 -0.524 -0.001
C 0.72081 -3.65907 -3.49489 0.212 0.515 -0.054 -0.007
C -0.64694 -0.16031 -4.16567 0.165 -1.193 -1.230 0.044
N 0.88629 -3.10104 3.69401 -0.397 -0.051 -0.001 -0.001
H 0.13532 -4.06107 1.94573 -0.038 -0.041 0.414 0.000
Cl -1.99958 -2.24952 0.67512 -0.566 -0.637 -0.777 0.209
H -2.53447 0.70557 -3.83817 -0.228 0.026 -0.075 -0.001
O 0.42532 3.59734 2.30344 -1.133 0.895 -0.664 0.000
H 0.26762 -1.01608 -5.83080 0.113 -0.032 -0.034 0.000
C 3.14585 -2.35620 -3.94767 -0.260 0.243 0.197 0.002
C -0.19073 1.67923 4.55031 0.022 0.619 0.598 0.000
H -1.43373 0.99718 -2.51365 -0.017 -0.217 -0.277 -0.005
H 0.39603 4.57994 -1.08031 0.008 -0.075 0.280 0.000
C -0.59623 -1.53818 -3.46448 0.182 0.705 -1.711 0.028
Si 0.75160 0.35311 -0.37309 0.560 -1.490 1.392 -0.004
Cl -0.66614 1.90642 -0.49397 -1.039 -0.158 -0.220 0.001
C 2.32662 -3.31082 3.68552 -0.262 0.000 -0.085 0.000
H 0.51859 0.89203 -7.08956 -0.129 0.308 -0.163 0.000
C 1.07263 -1.59504 -0.42773 -0.495 -0.202 -0.519 0.037
C 1.91639 -4.37631 -3.50523 0.017 -0.122 0.273 0.002
H -2.00574 5.86928 -0.56320 -0.067 -0.023 0.104 0.000
C -1.86845 2.17895 6.17144 0.109 -0.007 -0.026 0.000
H 1.21060 -2.04396 -1.41259 0.116 0.060 0.333 -0.013
C 1.86311 1.08929 -1.67733 0.466 -0.760 -0.155 -0.002
O 1.00210 -1.11420 4.84224 -0.889 -1.016 -0.689 0.000
H -0.12564 2.00814 -5.88044 -0.084 -0.268 0.014 0.000
C 0.44423 5.13336 -0.13208 -0.162 -0.112 0.219 0.000
H 1.86295 -5.45376 -3.36237 0.180 0.167 -0.062 0.000
C 3.15237 -3.73030 -3.67526 -0.522 0.021 -0.279 -0.001
H 0.25463 -2.13343 0.08339 0.545 0.404 -0.260 -0.003
H 0.38911 -5.12131 3.37110 -0.280 0.402 -0.054 0.000
H -1.22595 1.07021 -6.90086 0.061 -0.060 0.098 0.000
H -3.01793 0.43378 3.43828 0.210 0.589 0.263 0.000
H 2.77374 -2.61390 4.40106 -0.008 -0.227 -0.222 0.000
H 2.73021 -3.13701 2.67433 -0.024 0.017 0.295 0.000
H -1.00087 -3.95015 3.32922 0.477 -0.201 -0.170 -0.001
O -0.95594 -1.46738 -2.13493 -0.713 -0.389 1.171 0.498
N -1.08886 1.15489 3.74142 -0.598 -0.961 -0.458 0.000
C -0.18592 -0.11948 -5.42866 -0.461 -0.203 1.279 -0.001
C 0.75688 0.34730 1.48999 0.498 0.346 -0.210 0.004
H 0.23903 2.74071 6.36566 -0.255 -0.073 0.135 0.000
H 0.84893 1.63094 4.22257 -0.352 0.159 0.007 0.000
H -1.24292 1.89592 -3.98774 -0.002 -0.099 -0.154 0.000
C -1.49163 0.90790 -3.59823 -0.204 0.542 0.700 -0.002
H 1.97518 -1.84212 0.17035 -0.223 0.710 -0.273 0.005
H 1.25831 -0.56653 1.83640 0.092 0.545 0.204 0.000
H 2.47766 1.90428 -1.28034 -0.158 -0.013 -0.256 0.000
H 4.08817 -4.31296 -3.66277 -0.596 0.420 -0.080 0.000
C -0.27671 1.02988 -6.35353 0.355 0.451 -0.597 0.002
C -2.36095 1.02293 4.09807 0.322 0.323 1.013 0.000
H 4.06858 -1.84529 -4.23398 -0.231 -0.180 0.272 0.000
H 2.49834 0.25179 -2.01906 0.051 0.599 0.045 0.000
C -2.05156 5.11132 0.21871 -0.173 -0.103 0.280 0.000
C -0.61372 4.08257 1.84453 1.225 -0.474 0.337 0.000
H -2.51878 4.19709 -0.17846 0.112 0.268 -0.077 0.000
C 1.95628 -1.60401 -3.87794 0.065 -0.566 -0.495 -0.003
N -5.30855 1.30412 6.03723 2.399 0.294 -0.825 0.000
C 0.05267 -4.12008 3.04693 0.136 0.398 0.012 0.003
H -2.66808 5.47481 1.05461 0.053 -0.003 -0.404 0.000
H 0.46518 6.19971 -0.38482 0.022 -0.106 0.186 0.000
H -2.20903 2.56481 7.12527 0.070 0.084 -0.071 0.000
C -2.79515 1.53176 5.34335 -0.193 -0.165 -0.794 0.000
H 1.35106 4.85654 0.42077 -0.304 0.073 -0.222 0.000
Cl -3.56709 -3.46184 -2.70731 -0.191 -0.348 -0.205 0.231
H 1.26240 1.27904 1.76414 0.032 -0.197 0.632 0.001
H -1.39990 -2.17123 -3.88242 0.400 0.078 -0.618 0.037
```
Positions in Å, forces in eV/Å.

A molecular structure, C26H40KNO5SSi at a distorted geometry, computed with the ωB97M-V functional and the def2-TZVPD basis.

Its charge is 0. As for the highest occupied orbital energy: -6.8 eV. The molecular weight comes out at 545.9 g mol⁻¹. For the LUMO energy, the calculation gives -1.08 eV. The strongest force on any atom comes out at 1.36 eV Å⁻¹. The energy above the lowest of the compared OMol25 structures with the same formula, charge and spin comes out at 7.6 kcal/mol.

```
75
Properties=species:S:1:pos:R:3:forces:R:3:lowdin_charge:R:1
C 0.23942 4.02093 -3.62446 0.092 -0.136 0.073 -0.046
H -0.44560 2.86589 0.92955 0.023 -0.049 0.053 0.079
C 4.60127 2.13171 -3.71767 0.031 0.000 -0.064 -0.035
O -2.24902 -3.21610 0.18481 -0.522 -0.765 0.587 -0.163
C -2.29244 -2.66813 1.30886 -0.178 -0.059 0.346 -0.432
C 4.12894 1.85111 -2.29728 -0.072 0.061 0.013 -0.652
C -4.33114 -5.48324 -0.89675 -0.158 0.044 -0.045 -0.019
Si 1.46035 2.05977 -1.38075 -0.239 -0.333 -0.090 -0.214
H 5.07844 -0.08602 -2.20956 -0.039 0.033 0.021 0.085
C 1.54887 2.20406 1.45186 -0.033 -0.089 -0.115 -0.649
C 2.11081 3.61589 1.60275 0.005 0.014 -0.061 -0.020
H 1.64237 5.94019 -1.10745 -0.001 -0.031 -0.072 0.081
H -0.15359 -2.44072 1.48694 0.094 0.049 0.056 0.111
H -0.55362 3.27271 -3.66834 0.010 0.033 -0.001 0.073
H 3.20027 3.59904 1.50688 -0.076 0.006 -0.008 0.084
H -0.23033 -0.95950 3.44944 -0.006 0.033 -0.021 0.108
H -5.64363 -2.52706 2.09331 0.001 0.010 0.005 0.143
C 4.08401 0.34188 -2.05601 -0.183 0.075 0.020 -0.052
C -3.23078 -5.68758 1.23496 0.055 0.017 -0.024 -0.235
O 1.87481 1.65693 0.17559 0.042 0.180 0.197 -0.171
O 2.84500 2.47230 -2.17884 0.157 -0.086 0.030 -0.169
H 1.16351 3.54688 -3.96788 -0.072 0.054 0.030 0.079
C 5.05610 2.51645 -1.28521 0.021 0.007 0.062 -0.028
H 5.61184 1.74078 -3.87271 -0.078 0.037 -0.010 0.084
C -2.39327 -0.98299 3.62601 0.062 0.004 -0.002 -0.080
C -2.43745 -6.69984 0.70937 -0.023 -0.107 -0.122 -0.005
H -1.16381 -5.65600 2.96470 -0.021 0.014 -0.042 0.101
H 1.70132 4.26499 0.82836 0.008 -0.016 0.042 0.070
O 0.61251 3.47280 -1.26124 0.063 0.197 -0.125 -0.177
C 0.39923 4.54045 -2.19669 0.022 -0.081 0.088 -0.647
H -5.99597 -4.15044 0.67247 -0.041 -0.087 0.044 0.158
C 2.20659 1.27875 2.46852 -0.001 -0.053 0.088 -0.037
H -2.33063 -6.90273 3.48086 -0.028 -0.042 0.000 0.097
C -1.09765 -2.15275 1.93358 -0.031 -0.018 0.196 -0.057
H 1.97736 1.59937 3.49007 0.035 -0.035 -0.070 0.085
O -3.15807 -5.25528 2.51149 0.063 0.014 0.160 -0.073
N -5.02347 -4.02995 0.90567 0.155 -0.152 -0.147 0.131
C -3.53673 -2.41479 2.01915 0.100 0.111 0.069 -0.137
K -1.11883 -1.52607 -0.98139 0.593 0.858 -0.881 0.754
H 1.84481 0.25640 2.32353 0.030 0.051 0.019 0.073
H -0.22768 2.52182 2.66455 0.013 -0.011 -0.050 0.086
S 0.41386 0.52276 -2.27984 0.206 0.308 -0.108 0.121
H 6.05880 2.08086 -1.33692 -0.053 0.051 0.013 0.085
C -4.75144 -2.98212 1.67325 0.055 0.030 -0.011 -0.006
H -4.49138 -1.27103 3.59481 0.049 -0.027 -0.035 0.116
H -0.00405 4.84916 -4.29564 0.017 -0.043 0.030 0.085
H -3.69295 -6.82781 -2.43978 0.000 0.024 0.065 0.106
H 3.29123 1.28158 2.33413 -0.071 -0.019 0.002 0.085
H -1.69647 -7.18566 1.32750 -0.009 0.026 -0.021 0.107
H -0.35341 1.18695 1.49234 0.006 0.046 0.026 0.071
C -1.15138 -1.34335 3.02682 -0.071 -0.077 -0.049 -0.055
H -1.71557 4.51987 -1.78895 0.039 0.056 0.008 0.087
H 1.85269 4.02518 2.58466 0.032 -0.027 -0.061 0.087
C -3.53883 -1.51137 3.13066 -0.053 0.009 -0.027 -0.037
H 4.60674 3.20905 -3.90392 0.000 -0.074 0.006 0.084
H -5.06792 -4.98443 -1.51881 0.057 -0.027 0.031 0.121
H 3.37865 -0.12802 -2.74357 0.030 0.007 0.038 0.063
H -1.10849 6.08147 -2.38916 -0.001 -0.053 0.063 0.084
H 3.92323 1.65738 -4.43135 0.048 0.039 0.029 0.089
H 4.66000 2.37343 -0.27643 0.033 0.001 -0.056 0.073
H 2.50201 4.99160 -2.33808 -0.026 0.030 -0.006 0.075
H -2.41438 -0.30628 4.46815 0.022 -0.013 0.001 0.104
C -0.88280 5.22644 -1.74468 -0.088 0.021 -0.008 -0.038
C -4.16627 -5.05661 0.40888 -0.141 -0.036 -0.042 -0.179
H 3.75781 0.12563 -1.03507 0.020 0.009 -0.053 0.078
C 0.03094 2.19912 1.65154 0.040 0.024 -0.117 -0.025
H 1.43794 6.33203 -2.82961 0.016 -0.036 0.061 0.086
H -2.26754 -5.33530 4.31580 -0.035 0.027 0.012 0.098
H 5.12587 3.58944 -1.48410 -0.014 -0.068 0.022 0.086
H -1.97576 -7.89829 -0.99936 -0.027 0.018 0.007 0.109
C -3.55944 -6.51034 -1.41322 0.046 -0.007 -0.075 -0.080
C -2.16824 -5.83164 3.35589 -0.021 0.075 -0.047 -0.049
C -2.60214 -7.10635 -0.60876 -0.001 0.029 0.099 -0.067
H -0.77739 5.57918 -0.71474 -0.011 -0.028 -0.072 0.083
C 1.57194 5.51558 -2.11353 0.031 -0.047 0.025 -0.029
```
Positions in Å, forces in eV/Å.

A molecular structure, C26H40N3O2SSi4TeTi at a distorted geometry, computed with the ωB97M-V functional and the def2-TZVPD basis.

Its charge is +1. As for the highest occupied orbital energy: -10.0 eV. The molecular weight comes out at 746.5 g mol⁻¹. For the LUMO energy, the calculation gives -4.55 eV. The strongest force on any atom comes out at 1.18 eV Å⁻¹. The energy above the lowest of the compared OMol25 structures with the same formula, charge and spin comes out at 0.0 kcal/mol.

```
78
Properties=species:S:1:pos:R:3:forces:R:3:lowdin_charge:R:1
C 2.17339 2.46622 -0.61014 0.169 0.274 0.244 -0.352
H 6.13607 4.38286 0.71163 0.000 0.009 0.005 0.108
H -2.18266 -4.91009 1.50052 -0.011 -0.019 -0.010 0.043
H 2.93297 0.49261 -1.89113 0.055 0.021 -0.035 0.037
H -1.98621 -1.80789 -3.12733 0.014 -0.006 0.011 0.012
N 0.16283 3.15386 -0.21751 -0.043 0.699 0.036 -0.097
H -3.41790 -1.79402 -0.99288 -0.012 0.021 0.004 -0.005
H -3.97837 -3.22520 -0.13709 0.007 -0.036 -0.009 0.042
H -2.64925 0.56938 4.14298 0.020 0.001 0.031 0.039
C -1.49009 -4.08299 1.67394 0.015 0.052 -0.065 -0.194
C 4.27627 3.51946 0.12397 -0.041 0.021 -0.027 -0.018
C 3.62551 2.50875 -0.60682 -0.041 -0.063 -0.167 -0.083
Ti -0.33355 1.16306 -0.62029 0.376 -1.082 -0.276 0.677
H -0.32651 -4.62312 -1.09088 0.007 -0.008 0.015 0.027
H 0.21900 2.04114 3.92792 0.010 0.049 -0.009 0.042
H -0.57902 5.08775 -0.03633 0.027 0.003 0.068 0.148
H -1.33366 2.15436 -4.63585 -0.017 0.021 -0.007 0.045
H 2.27493 -6.77956 0.92547 -0.006 -0.014 -0.002 0.107
H 3.66987 4.22091 0.67935 -0.008 0.001 -0.001 0.113
H 1.22072 -0.99333 -3.34527 -0.008 -0.012 0.025 0.030
Si -1.53776 -2.90057 0.22286 -0.082 -0.017 -0.031 0.351
C -4.57296 2.22375 -0.15203 0.079 -0.149 -0.012 -0.007
H -1.64175 -3.93075 -2.04063 -0.012 -0.024 -0.008 0.031
H -3.16400 -0.52457 -2.83561 -0.003 0.057 0.004 0.015
H -0.11878 -3.04795 -1.84275 -0.012 0.016 0.000 0.010
H -3.68938 -1.74370 0.76609 -0.012 0.012 0.015 0.018
C 2.22551 -4.60709 0.50411 -0.077 0.029 0.020 -0.260
N -2.19883 2.11424 -0.19923 0.030 0.257 -0.106 -0.001
H -2.97132 0.70277 2.41984 0.020 -0.008 -0.012 0.003
C -2.13857 3.46545 -0.10423 0.345 0.227 0.097 -0.230
H -0.49111 -4.50031 1.80322 0.053 -0.013 0.015 0.004
H -0.58924 2.91786 -3.24830 0.031 -0.027 0.032 0.028
C 5.78821 1.69315 -1.32458 -0.113 -0.006 -0.017 0.006
H -0.06821 -0.58336 5.20384 -0.021 0.042 0.020 0.041
Te 2.18515 -1.52176 0.44262 0.093 0.132 0.028 1.002
H -0.16078 -2.06008 4.23503 -0.015 -0.018 -0.001 0.016
O 1.55124 1.35394 -0.97475 -0.275 -0.017 0.099 -0.276
C 4.39642 1.58321 -1.33399 0.043 -0.058 0.026 -0.247
H 2.19973 -6.17118 3.46966 0.008 0.006 0.030 0.071
C -0.84047 -3.69347 -1.33803 -0.029 0.022 0.084 -0.208
C -0.77165 4.02262 -0.10257 -0.168 -0.191 -0.011 -0.016
C -2.45575 0.10300 3.17433 0.049 0.039 -0.044 -0.208
Si -0.26199 -0.98787 0.73647 -0.062 -0.008 -0.016 0.154
C -3.27746 4.24349 -0.02233 -0.116 -0.263 -0.018 0.025
C -3.38732 1.50851 -0.23136 -0.155 0.098 0.052 -0.096
C -4.51345 3.60287 -0.04660 0.080 0.118 0.013 -0.004
H -1.77685 -3.59549 2.60742 -0.022 0.016 0.008 0.029
C 6.39697 2.68992 -0.59858 0.032 0.060 0.046 -0.049
H -2.46520 -0.72730 -4.43750 0.001 -0.019 -0.013 0.045
C -3.32249 -2.35527 -0.06190 0.102 0.001 0.046 -0.215
C 0.15270 1.70974 2.88794 -0.035 -0.050 0.076 -0.209
H -3.20804 5.31853 0.05475 0.054 0.020 0.001 0.130
C 0.18106 -1.02486 4.23677 0.057 -0.021 -0.139 -0.220
H 1.16561 1.73652 2.47792 0.006 -0.037 -0.009 0.031
H 2.25274 -4.61821 -0.57583 0.002 0.012 -0.017 0.099
O 3.87966 0.58597 -2.07870 -0.017 -0.004 0.026 0.052
C 2.23650 -5.77241 1.31278 -0.017 -0.027 0.070 -0.184
S 2.17587 -3.79568 2.91544 -0.072 0.062 0.065 0.946
H 1.48246 0.67466 -3.86902 0.007 0.028 0.018 0.032
H -0.45515 2.44660 2.35701 -0.024 -0.025 -0.015 0.008
Si -0.82964 0.39096 -2.99801 0.006 0.005 0.054 0.505
H 1.26794 -1.03264 4.13936 0.012 -0.011 0.009 0.021
C 2.17245 -3.45367 1.23824 0.027 -0.056 -0.173 -1.003
H 0.54251 -0.43229 -4.87176 0.013 0.006 -0.009 0.044
H 6.36136 0.97610 -1.89509 -0.003 -0.014 -0.007 0.127
N 1.47771 3.51640 -0.23655 -0.203 -0.037 -0.025 0.123
C 5.64453 3.61048 0.13819 0.041 -0.033 -0.023 -0.070
H -2.29447 2.43685 -3.18558 -0.012 -0.013 0.006 0.024
H -5.41950 4.18989 0.01737 -0.033 -0.031 -0.004 0.127
C -1.30430 2.14444 -3.54177 0.019 0.003 -0.048 -0.210
H -2.91840 -0.88571 3.18882 -0.003 -0.026 0.000 0.027
C 0.75637 -0.13831 -3.84063 -0.097 -0.069 -0.015 -0.200
H -5.51343 1.69306 -0.17197 -0.025 0.034 0.005 0.124
C 2.19890 -5.47883 2.64372 0.055 -0.091 -0.051 -0.411
H 7.47705 2.75606 -0.59605 0.006 0.004 0.002 0.114
Si -0.59927 -0.02159 2.86462 -0.113 0.075 0.081 0.322
C -2.24606 -0.77715 -3.36719 0.043 0.033 -0.050 -0.201
H -3.37940 0.42693 -0.30956 0.001 0.017 -0.006 0.099
```
Positions in Å, forces in eV/Å.

charge of number 1 (C26H40Cl3CoN4O3Si)? 0

Look up the molecular weight of the first one. 650.0 g mol⁻¹